[1]
Computed, not measured: one molecule with the formula C29H30N4O4 in a non-equilibrium geometry, with ωB97M-V with the def2-TZVPD basis set.

Positions of all 67 atoms, in Å:
O 2.0664 -0.3991 3.1072
C 1.0990 -0.9087 2.5775
N 0.0111 -1.3507 3.2211
H -0.7641 -1.7046 2.6799
C -0.1711 -1.2105 4.6465
H -0.2647 -2.2088 5.0896
H 0.7377 -0.7403 5.0298
C -1.4006 -0.3789 5.0113
H -2.2914 -0.8248 4.5627
C -1.3032 1.0928 4.5981
C -1.7265 1.3655 3.1476
C -3.1304 0.9036 2.8682
C -4.2057 1.4836 3.5319
C -5.4975 1.0476 3.3025
C -5.7360 0.0244 2.4001
C -4.6750 -0.5510 1.7240
C -3.3820 -0.1146 1.9577
H -2.5649 -0.5616 1.4113
H -4.8523 -1.3418 1.0099
H -6.7449 -0.3168 2.2206
H -6.3219 1.5089 3.8269
H -4.0299 2.2890 4.2310
H -1.6612 2.4433 2.9728
H -1.0369 0.8792 2.4581
H -0.2781 1.4406 4.7406
H -1.9458 1.6788 5.2579
H -1.5132 -0.4351 6.0957
C 1.0612 -1.1314 1.0647
C 1.8728 -2.3979 0.6601
N 2.5168 -2.1026 -0.6024
C 1.7038 -2.4755 -1.7641
C 2.2460 -1.8943 -3.0392
C 3.5677 -2.1197 -3.4071
C 4.0773 -1.5574 -4.5629
C 3.2721 -0.7652 -5.3657
C 1.9530 -0.5447 -5.0110
C 1.4429 -1.1074 -3.8537
H 0.4105 -0.9364 -3.5834
H 1.3181 0.0663 -5.6359
H 3.6714 -0.3245 -6.2669
H 5.1055 -1.7372 -4.8403
H 4.1915 -2.7300 -2.7715
H 1.7368 -3.5699 -1.8195
H 0.6528 -2.1782 -1.6548
C 2.8663 -0.7010 -0.5091
H 3.7762 -0.6229 0.0923
C 1.7117 -0.0007 0.2513
C 0.5512 0.4047 -0.6156
N -0.5098 -0.2721 -0.3800
O -0.2999 -1.1968 0.5972
C 0.6122 1.3954 -1.6719
C -0.4522 1.5193 -2.5644
C -0.3564 2.4137 -3.6161
C 0.7747 3.2019 -3.8012
C 1.8183 3.0909 -2.9020
C 1.7421 2.1973 -1.8472
H 2.5649 2.1252 -1.1531
H 2.7002 3.7001 -3.0252
H 0.8155 3.8820 -4.6377
N -1.4501 2.5194 -4.5551
O -1.3433 3.3306 -5.4496
O -2.4020 1.7883 -4.3952
H -1.3389 0.9179 -2.4369
H 2.0779 0.8159 0.8756
H 3.0466 -0.2738 -1.4939
H 2.6448 -2.5624 1.4171
H 1.2331 -3.2769 0.5938

Values from the calculation:
Total charge ... 0
Relative energy (zero: lowest compared OMol25 entry of this formula, charge and spin) ... 98.2 kcal per mole
Lowest unoccupied orbital energy ... -0.023 Eh
E_tot ... -1642.96939 a.u.
Kohn-Sham gap ... 8.29 eV
SMILES ... O=C(NCCCCc1ccccc1)[C@]12CN(Cc3ccccc3)C[C@H]1C(c1cccc([N+](=O)[O-])c1)=NO2
Molecular weight ... 498.58 g mol⁻¹
HOMO energy ... -8.92 eV

Mulliken atomic charge list, values in e, 6 entries: -0.69, -0.37, -0.06, 0.24, -0.85, 0.35

[2]
Computed, not measured: an isolated ion of composition C6H13N2 and charge +1 in a non-equilibrium geometry, with ωB97M-V with the def2-TZVPD basis set.

Positions of all 21 atoms, in Å:
C -0.3820 0.9006 -0.0903
C -0.0646 -1.5267 -0.1735
C -1.5317 -1.1470 -0.1347
C 2.9667 1.0062 -0.0270
C -2.8960 0.8622 0.0521
C 2.0700 -0.1860 0.3868
N 0.7168 -0.2706 -0.3324
N -1.5441 0.3381 -0.1067
H -0.0247 1.8716 -0.1746
H 0.3140 -2.0141 0.8194
H 0.1291 -2.2794 -1.1294
H -1.8808 -1.4374 -1.1246
H -1.9084 -1.6343 0.7633
H 2.7306 1.8848 0.6272
H 4.0091 0.5609 -0.0151
H 2.8162 1.3625 -1.1157
H -3.4252 0.3883 0.9126
H -3.4312 0.5889 -0.8837
H -2.8902 1.9687 0.2228
H 2.5122 -1.0415 0.0642
H 1.7140 -0.1960 1.4595

Values from the calculation:
Total charge ... +1
Relative energy (zero: lowest compared OMol25 entry of this formula, charge and spin) ... 64.4 kcal per mole
Lowest unoccupied orbital energy ... -0.155 Eh
E_tot ... -345.59333 a.u.
Kohn-Sham gap ... 9.16 eV
SMILES ... CCN1C=[N+](C)CC1
Molecular weight ... 113.18 g mol⁻¹
HOMO energy ... -13.37 eV

Mulliken atomic charge list, values in e, 6 entries: -0.07, -0.57, -0.50, -1.08, -0.82, -0.46

[3]
Computed, not measured: C5H4O2Tl as an isolated structure in a non-equilibrium geometry, with ωB97M-V with the def2-TZVPD basis set.

Positions of all 12 atoms, in Å:
C -1.2932 -0.4541 -0.3939
C -0.4951 -1.2791 0.2760
H -0.1391 -1.0145 1.2780
H -0.1656 -2.2193 -0.1785
O 5.6273 -0.4878 0.5754
C 4.5147 -0.2141 0.4654
Tl 1.2659 0.7020 0.0173
O 3.4036 0.1119 0.3423
C -3.2229 1.2487 -0.5840
C -2.2034 0.4024 -0.6919
H -3.0956 2.2207 -0.0952
H -4.1967 0.9831 -1.0109

Values from the calculation:
Total charge ... +2
<S²> ... 0.78
Lowest unoccupied orbital energy (spin up / spin down) ... -0.385 / -0.455 Eh
E_tot ... -515.07687 a.u.
Kohn-Sham gap (spin up / spin down) ... 8.42 / 7.02 eV
Spin multiplicity ... 2
Molecular weight ... 300.47 g mol⁻¹
HOMO energy (spin up / spin down) ... -18.89 / -19.39 eV

Mulliken atomic charge list, values in e, 6 entries: 0.47, -0.86, 0.48, 0.35, -0.20, 0.81

[4]
Computed, not measured: a 2-piece molecular cluster, C3H6Br2O2 overall in a non-equilibrium geometry, with ωB97M-V with the def2-TZVPD basis set.

Positions of all 13 atoms, in Å:
C -0.1236 -1.2470 -1.8668
C -0.2448 -0.7216 0.6481
C 0.0714 0.6847 0.7176
O 1.3675 0.9502 0.9369
O -0.5610 1.4164 -0.2280
Br 0.9124 -1.9103 1.4870
Br -0.9499 1.3871 2.6019
H -0.9491 -1.9247 -1.8870
H 0.8700 -1.6457 -1.8385
H -0.2656 -0.2385 -2.1903
H -1.2851 -1.0029 0.6541
H 1.5402 1.8888 1.0867
H -0.3824 2.3633 -0.1217

Values from the calculation:
Total charge ... 0
Relative energy (zero: lowest compared OMol25 entry of this formula, charge and spin) ... 83.2 kcal per mole
Lowest unoccupied orbital energy (spin up / spin down) ... -0.012 / -0.042 Eh
E_tot ... -5416.29412 a.u.
Kohn-Sham gap (spin up / spin down) ... 8.24 / 7.74 eV
Molecular weight ... 233.89 g mol⁻¹
HOMO energy (spin up / spin down) ... -8.56 / -8.87 eV

Mulliken atomic charge list, values in e, 6 entries: -0.81, -0.67, 0.54, -0.46, -0.42, -0.05

Which value of molecular weight does entry 4 give?
233.89 g mol⁻¹

What is the molecular weight in the fourth record?
233.89 g mol⁻¹

Please write out number 2 again, unchanged.
Computed, not measured: an isolated ion of composition C6H13N2 and charge +1 in a non-equilibrium geometry, with ωB97M-V with the def2-TZVPD basis set.

Positions of all 21 atoms, in Å:
C -0.3820 0.9006 -0.0903
C -0.0646 -1.5267 -0.1735
C -1.5317 -1.1470 -0.1347
C 2.9667 1.0062 -0.0270
C -2.8960 0.8622 0.0521
C 2.0700 -0.1860 0.3868
N 0.7168 -0.2706 -0.3324
N -1.5441 0.3381 -0.1067
H -0.0247 1.8716 -0.1746
H 0.3140 -2.0141 0.8194
H 0.1291 -2.2794 -1.1294
H -1.8808 -1.4374 -1.1246
H -1.9084 -1.6343 0.7633
H 2.7306 1.8848 0.6272
H 4.0091 0.5609 -0.0151
H 2.8162 1.3625 -1.1157
H -3.4252 0.3883 0.9126
H -3.4312 0.5889 -0.8837
H -2.8902 1.9687 0.2228
H 2.5122 -1.0415 0.0642
H 1.7140 -0.1960 1.4595

Values from the calculation:
Total charge ... +1
Relative energy (zero: lowest compared OMol25 entry of this formula, charge and spin) ... 64.4 kcal per mole
Lowest unoccupied orbital energy ... -0.155 Eh
E_tot ... -345.59333 a.u.
Kohn-Sham gap ... 9.16 eV
SMILES ... CCN1C=[N+](C)CC1
Molecular weight ... 113.18 g mol⁻¹
HOMO energy ... -13.37 eV

Mulliken atomic charge list, values in e, 6 entries: -0.07, -0.57, -0.50, -1.08, -0.82, -0.46

Which value of total charge does entry 1 give?
0